# C52H57F7N5O5P2S

A 8-piece molecular cluster, C52H57F7N5O5P2S overall (ωB97M-V with the def2-TZVPD basis set, the OMol25 dataset).

Bonds (Å) are listed after each position.
Geometry (Å):
1 C 5.4797 -5.4667 -2.2742  C2 1.549, H24 1.089, H25 1.086, H26 1.090
2 C 4.5579 -4.8913 -3.3774  C1 1.549, P3 1.828, H27 1.090, H28 1.087
3 P 3.3803 -3.6784 -2.6816  C2 1.828, C4 1.819, N6 1.798
4 C 1.7002 -4.0308 -3.2839  P3 1.819, C5 1.541, H29 1.092, H30 1.092
5 C 1.4963 -4.6486 -4.6808  C4 1.541, H31 1.090, H32 1.090, H33 1.087
6 N 3.7950 -2.0888 -3.4119  P3 1.798, C7 1.492, C12 1.313
7 C 3.5719 -1.8618 -4.8693  N6 1.492, C8 1.525, H34 1.089, H35 1.088
8 C 4.7049 -2.1887 -5.8356  C7 1.525, C9 1.529, H36 1.095, H37 1.086
9 C 5.4428 -0.9319 -6.2977  C8 1.529, N10 1.396, O11 1.216
10 N 6.7857 -1.0508 -6.6594  C9 1.396, H38 1.013, H39 1.011
11 O 4.8300 0.1119 -6.4151  C9 1.216
12 C 4.2502 -1.1165 -2.6566  N6 1.313, N13 1.400, N19 1.384
13 N 4.8016 0.0331 -3.2356  C12 1.400, C14 1.477, H40 1.015
14 C 5.7726 0.4445 -2.2020  N13 1.477, O15 1.408, C18 1.508, H41 1.088
15 O 6.8225 -0.4934 -2.2012  C14 1.408, N16 1.439
16 N 7.6967 -0.3002 -3.3281  O15 1.439, O17 1.155
17 O 8.4810 -1.1472 -3.3791  N16 1.155
18 C 5.0010 0.1971 -0.9302  C14 1.508, N19 1.521, H42 1.083, H43 1.092
19 N 4.3458 -1.1315 -1.2765  C12 1.384, C18 1.521, P20 1.786
20 P 2.8713 -1.2005 -0.2703  N19 1.786, O21 1.592, O22 1.568, S23 1.901
21 O 1.8235 -0.2634 -1.0186  P20 1.592, H44 0.963
22 O 2.2254 -2.6169 -0.4609  P20 1.568, H45 0.978
23 S 3.2429 -0.6773 1.5189  P20 1.901
24 H 6.5177 -5.2102 -2.4809  C1 1.089
25 H 5.3884 -6.5478 -2.2220  C1 1.086
26 H 5.2496 -5.0401 -1.2973  C1 1.090
27 H 3.9917 -5.7016 -3.8365  C2 1.090
28 H 5.1828 -4.4595 -4.1547  C2 1.087
29 H 1.3057 -4.6916 -2.5088  C4 1.092
30 H 1.1467 -3.0931 -3.1966  C4 1.092
31 H 1.1836 -3.8924 -5.4007  C5 1.090
32 H 0.6790 -5.3682 -4.6381  C5 1.090
33 H 2.3837 -5.1591 -5.0473  C5 1.087
34 H 3.2504 -0.8402 -5.0659  C7 1.089
35 H 2.7260 -2.5073 -5.0953  C7 1.088
36 H 4.2316 -2.6029 -6.7313  C8 1.095
37 H 5.3930 -2.9476 -5.4747  C8 1.086
38 H 7.0764 -2.0193 -6.7222  N10 1.013
39 H 7.4196 -0.5894 -6.0207  N10 1.011
40 H 4.1149 0.7288 -3.5096  N13 1.015
41 H 6.1063 1.4692 -2.3537  C14 1.088
42 H 5.6489 0.1465 -0.0639  C18 1.083
43 H 4.2548 0.9897 -0.8488  C18 1.092
44 H 1.9425 -0.1383 -1.9660  O21 0.963
45 H 2.8857 -3.3111 -0.6572  O22 0.978
46 F -3.1594 1.8959 4.5572  C47 1.350
47 C -2.1767 1.4805 3.7300  F46 1.350, C48 1.380, C52 1.380
48 C -2.3716 1.5681 2.3668  C47 1.380, C49 1.387, H53 1.081
49 C -1.3411 1.1605 1.5319  C48 1.387, C50 1.388, H54 1.083
50 C -0.1584 0.6653 2.0630  C49 1.388, C51 1.387, H55 1.080
51 C 0.0017 0.5751 3.4373  C50 1.387, C52 1.386, H56 1.082
52 C -1.0112 0.9927 4.2857  C47 1.380, C51 1.386, H57 1.082
53 H -3.3020 1.9603 1.9807  C48 1.081
54 H -1.4602 1.2362 0.4586  C49 1.083
55 H 0.6410 0.3505 1.4082  C50 1.080
56 H 0.9227 0.1869 3.8522  C51 1.082
57 H -0.9043 0.9520 5.3612  C52 1.082
58 F -0.5175 -4.6469 -1.9390  C59 1.362
59 C -1.4239 -4.0287 -1.1327  F58 1.362, C60 1.378, C64 1.377
60 C -2.3435 -4.7980 -0.4536  C59 1.378, C61 1.388, H65 1.080
61 C -3.2585 -4.1590 0.3714  C60 1.388, C62 1.388, H66 1.080
62 C -3.2466 -2.7765 0.4941  C61 1.388, C63 1.386, H67 1.081
63 C -2.3136 -2.0292 -0.2082  C62 1.386, C64 1.388, H68 1.081
64 C -1.3852 -2.6558 -1.0283  C59 1.377, C63 1.388, H69 1.082
65 H -2.3358 -5.8721 -0.5679  C60 1.080
66 H -3.9827 -4.7390 0.9244  C61 1.080
67 H -3.9620 -2.2856 1.1389  C62 1.081
68 H -2.2992 -0.9527 -0.1159  C63 1.081
69 H -0.6417 -2.0916 -1.5763  C64 1.082
70 F -4.9174 -3.7035 3.2821  C71 1.355
71 C -6.2471 -3.5530 3.0709  F70 1.355, C72 1.379, C76 1.379
72 C -6.8641 -2.4067 3.5269  C71 1.379, C73 1.388, H77 1.082
73 C -8.2254 -2.2594 3.3016  C72 1.388, C74 1.388, H78 1.081
74 C -8.9397 -3.2486 2.6394  C73 1.388, C75 1.388, H79 1.081
75 C -8.2908 -4.3924 2.1952  C74 1.388, C76 1.387, H80 1.081
76 C -6.9295 -4.5508 2.4071  C71 1.379, C75 1.387, H81 1.080
77 H -6.2880 -1.6532 4.0467  C72 1.082
78 H -8.7288 -1.3668 3.6473  C73 1.081
79 H -10.0010 -3.1283 2.4712  C74 1.081
80 H -8.8415 -5.1694 1.6829  C75 1.081
81 H -6.4077 -5.4328 2.0665  C76 1.080
82 F -7.2831 -7.5369 1.2183  C83 1.351
83 C -6.5471 -7.9897 0.1802  F82 1.351, C84 1.379, C88 1.379
84 C -7.1043 -8.9160 -0.6767  C83 1.379, C85 1.387, H89 1.081
85 C -6.3421 -9.3709 -1.7426  C84 1.387, C86 1.388, H90 1.081
86 C -5.0483 -8.9048 -1.9322  C85 1.388, C87 1.388, H91 1.081
87 C -4.5137 -7.9751 -1.0519  C86 1.388, C88 1.387, H92 1.080
88 C -5.2659 -7.5058 0.0147  C83 1.379, C87 1.387, H93 1.081
89 H -8.1120 -9.2689 -0.5064  C84 1.081
90 H -6.7633 -10.0937 -2.4278  C85 1.081
91 H -4.4595 -9.2663 -2.7638  C86 1.081
92 H -3.5049 -7.6158 -1.1954  C87 1.080
93 H -4.8724 -6.7794 0.7115  C88 1.081
94 F -2.7272 4.7608 2.0312  C95 1.352
95 C -1.9871 5.4930 2.8935  F94 1.352, C96 1.380, C100 1.380
96 C -1.4376 6.6789 2.4496  C95 1.380, C97 1.388, H101 1.081
97 C -0.6566 7.4144 3.3299  C96 1.388, C98 1.389, H102 1.079
98 C -0.4421 6.9585 4.6239  C97 1.389, C99 1.388, H103 1.082
99 C -1.0162 5.7678 5.0477  C98 1.388, C100 1.387, H104 1.082
100 C -1.7974 5.0224 4.1769  C95 1.380, C99 1.387, H105 1.080
101 H -1.6071 7.0098 1.4341  C96 1.081
102 H -0.2085 8.3382 2.9973  C97 1.079
103 H 0.1796 7.5296 5.3008  C98 1.082
104 H -0.8405 5.4046 6.0512  C99 1.082
105 H -2.2448 4.0899 4.4880  C100 1.080
106 F -0.4153 9.3861 0.9359  C107 1.356
107 C -0.7067 10.7090 0.8786  F106 1.356, C108 1.379, C112 1.379
108 C -1.6162 11.2216 1.7796  C107 1.379, C109 1.387, H113 1.082
109 C -1.9083 12.5766 1.7199  C108 1.387, C110 1.388, H114 1.081
110 C -1.2996 13.3847 0.7699  C109 1.388, C111 1.388, H115 1.081
111 C -0.3905 12.8376 -0.1248  C110 1.388, C112 1.387, H116 1.081
112 C -0.0827 11.4856 -0.0744  C107 1.379, C111 1.387, H117 1.081
113 H -2.0824 10.5701 2.5067  C108 1.082
114 H -2.6152 13.0006 2.4199  C109 1.081
115 H -1.5336 14.4393 0.7271  C110 1.081
116 H 0.0831 13.4644 -0.8679  C111 1.081
117 H 0.6266 11.0374 -0.7566  C112 1.081
118 F 5.7595 3.5577 3.4263  C119 1.353
119 C 4.4602 3.9203 3.3247  F118 1.353, C120 1.380, C124 1.380
120 C 4.0744 5.1598 3.7931  C119 1.380, C121 1.389, H125 1.081
121 C 2.7391 5.5240 3.6803  C120 1.389, C122 1.388, H126 1.081
122 C 1.8198 4.6525 3.1124  C121 1.388, C123 1.388, H127 1.081
123 C 2.2366 3.4101 2.6548  C122 1.388, C124 1.388, H128 1.082
124 C 3.5689 3.0336 2.7559  C119 1.380, C123 1.388, H129 1.083
125 H 4.8085 5.8188 4.2364  C120 1.081
126 H 2.4144 6.4918 4.0366  C121 1.081
127 H 0.7804 4.9376 3.0301  C122 1.081
128 H 1.5191 2.7266 2.2204  C123 1.082
129 H 3.9148 2.0694 2.4048  C124 1.083

As for the net charge: +1. The value obtained for the HOMO energy is -10.46 eV. The gap between HOMO and LUMO comes out at 6.7874 eV.